1.
# C4H11NO

A cluster of 2 separate species, C4H11NO in total in a non-equilibrium geometry (ωB97M-V/def2-TZVPD, OMol25).

Last column: Mulliken charge in e.
Positions of all 17 atoms, in Å:
C -1.3822 1.5127 0.3920  -0.702
C -0.4114 1.3825 1.2772  -0.078
C -0.4430 0.4848 2.5116  -0.775
H -1.3672 2.1523 -0.5563  0.209
H -2.3398 1.0015 0.5627  0.220
H 0.4425 1.9110 1.0790  0.391
H -1.5278 0.3215 2.8042  0.270
H 0.0775 -0.5474 2.1230  0.158
H 0.1374 1.0890 3.1259  0.318
N 0.8968 -0.2655 -2.0660  -0.533
C 0.9125 -1.7052 -1.7531  -0.196
O 0.4182 -1.9773 -0.4404  -0.500
H 1.2551 0.0087 -2.9845  0.230
H 1.5264 0.2233 -1.4344  0.178
H 0.1607 -2.1791 -2.5562  0.243
H 1.8929 -2.1215 -1.7793  0.290
H -0.2485 -1.2912 -0.3054  0.277

* LUMO level: 1.028 eV
* gap between HOMO and LUMO: 10.52 eV
* energy relative to the best compared isomer or geometry (same formula, charge and spin): 251.07 kJ/mol

---

2.
# CH9N2

A cluster of 2 separate species, CH9N2 in total in a non-equilibrium geometry (ωB97M-V/def2-TZVPD, OMol25).

Last column: Löwdin spin population.
Positions of all 12 atoms, in Å:
N 1.6230 -1.1382 1.0030  0.839
H 1.2210 -1.7960 1.6443  0.027
H 2.1528 -0.4413 1.5194  0.023
H 0.0339 -0.4180 -0.0865  0.013
H 2.3439 -1.5083 0.5018  0.030
C -0.8183 1.3682 -0.6999  0.009
N -0.9833 -0.0775 -0.3927  0.048
H -0.6577 2.0273 0.1504  0.001
H -0.0366 1.5592 -1.4247  0.002
H -1.7702 1.6707 -1.2921  0.008
H -1.1414 -0.4753 -1.3464  0.000
H -1.7143 -0.3179 0.2613  0.000

* LUMO level (spin up / spin down): -8.650 / -16.070 eV
* net charge: +2
* gap between HOMO and LUMO (spin up / spin down): 13.88 / 6.41 eV
* energy relative to the best compared isomer or geometry (same formula, charge and spin): 62.92 kJ/mol
* 2S+1: 2

---

3.
# C30H26AuN3O4S

A structure of composition C30H26AuN3O4S (ωB97M-V/def2-TZVPD, OMol25).

Last column: Mulliken charge in e.
Positions of all 65 atoms, in Å:
Au -0.1385 0.6910 -0.4574  0.751
C -2.4998 0.0460 2.6514  -1.185
C -3.6252 0.1362 1.6631  1.069
C -4.7211 -0.7106 1.7474  -0.935
C -5.7368 -0.6632 0.8029  -0.685
C -5.6336 0.2386 -0.2463  -0.857
C -4.5512 1.1030 -0.3589  1.183
C -4.4183 2.0073 -1.5485  -1.393
C -3.5423 1.0748 0.6203  0.038
N -2.3853 1.8364 0.5305  0.082
C -2.4357 3.1424 0.4946  -0.415
O -3.4037 3.9273 0.6251  -0.828
C -1.0652 3.8013 0.3143  0.442
C -0.9611 5.1787 0.4791  -0.553
C 0.2806 5.7754 0.3533  -0.302
C 1.3887 4.9911 0.0831  -0.500
C 1.2046 3.6233 -0.0713  0.588
N 0.0039 3.0615 0.0221  -0.010
C 2.4217 2.7304 -0.2864  -0.392
O 3.5342 3.2962 -0.3098  -0.824
N 2.1428 1.4503 -0.3953  -0.037
C 3.1982 0.5304 -0.4294  -0.079
C 3.9748 0.2888 0.7138  1.213
C 3.7271 1.0807 1.9644  -1.422
C 4.9393 -0.7103 0.6828  -0.907
C 5.1527 -1.4698 -0.4582  -0.783
C 4.3841 -1.2219 -1.5855  -0.853
C 3.4086 -0.2331 -1.5879  1.377
C 2.5746 0.0240 -2.8095  -1.284
H -2.6888 -0.7435 3.3820  0.390
H -2.3532 0.9919 3.1775  0.259
H -1.5597 -0.1643 2.1350  0.091
H -4.7656 -1.4313 2.5585  0.280
H -6.5844 -1.3357 0.8704  0.371
H -6.4018 0.2656 -1.0134  0.272
H -5.2404 1.8415 -2.2482  0.418
H -3.4757 1.8084 -2.0656  0.209
H -4.4053 3.0539 -1.2406  0.249
H -1.8635 5.7287 0.7028  0.469
H 0.3869 6.8484 0.4789  0.382
H 2.3905 5.3853 -0.0030  0.489
H 2.6750 1.0188 2.2539  0.232
H 3.9528 2.1357 1.8005  0.235
H 4.3394 0.7034 2.7855  0.418
H 5.5261 -0.8977 1.5770  0.285
H 5.8993 -2.2544 -0.4642  0.376
H 4.5319 -1.8110 -2.4848  0.302
H 2.9559 -0.5467 -3.6593  0.407
H 2.5751 1.0849 -3.0636  0.225
H 1.5320 -0.2543 -2.6376  0.122
O 0.8361 -7.4445 0.0234  -0.518
C 1.4391 -6.2576 0.3489  0.730
O 2.4552 -6.2995 0.9953  -0.612
C 0.7754 -5.0259 -0.1227  0.910
C -0.3714 -5.0126 -0.9255  -0.681
C -0.9493 -3.8320 -1.3317  -1.208
C -0.4176 -2.5821 -0.9554  0.565
S -1.1901 -1.1360 -1.5067  -0.508
C 0.7372 -2.6050 -0.1482  -0.282
C 1.3167 -3.7899 0.2481  -0.694
H 0.0246 -7.2533 -0.4569  0.268
H -0.8478 -5.9288 -1.2675  0.122
H -1.8386 -3.8490 -1.9489  0.352
H 1.1749 -1.6572 0.1446  0.122
H 2.2107 -3.7804 0.8580  0.454

* LUMO level: 4.283 eV
* net charge: -2
* gap between HOMO and LUMO: 6.02 eV

---

Taking the records one at a time from the top gives molar mass values of 89.1, 49.1, 721.6 g/mol.
Taking the records one at a time from the top gives DFT total energy values of -288.92139, -152.17172, -2158.08923 hartree.